Entry 1:
The following is a DFT calculation (ωB97M-V/def2-TZVPD) of C35H67BeClCsF4N4O8P as an isolated structure in a non-equilibrium geometry.

Each line ends with the Löwdin charge.
CARTESIAN COORDINATES (ANGSTROEM)
C: -0.3465 -3.5732 2.3432  -0.1349
C: 0.3214 -2.4649 1.3039  -0.2496
C: 0.2865 -0.9303 1.8816  -0.2276
C: -0.8095 0.0571 1.1621  -0.2140
C: -2.3149 -0.1799 1.8404  -0.2004
C: -3.5112 0.5684 1.0036  -0.2032
C: -4.8325 -0.4020 0.7137  -0.1417
C: -4.3506 -1.7500 -0.0904  -0.2428
C: -5.5706 -2.6242 -0.7507  -0.1274
C: -5.9463 -2.1872 -2.2854  -0.2174
C: -6.3119 -0.6028 -2.4901  -0.1378
C: -7.7662 -0.1388 -1.8930  -0.3760
C: -7.7136 1.5315 -1.8230  -0.0827
O: -8.0502 -0.5834 -0.5197  -0.1554
C: -4.5948 -2.4789 -3.1997  -0.1163
N: -3.3018 -2.4609 -2.4152  -0.1319
C: -2.1563 -2.3574 -3.4209  -0.1251
C: -1.3314 -0.9420 -3.3621  -0.1933
C: -0.2370 -0.7253 -4.5666  -0.1535
C: 0.5648 0.7363 -4.4682  -0.1811
O: 1.9951 0.6231 -4.8506  -0.1414
C: 2.6966 1.9084 -4.6719  -0.1233
O: 2.2980 3.0889 -5.1940  -0.0598
C: -3.2417 -1.4437 -1.2973  -0.1057
H: -1.4865 -3.3308 2.4957  0.0692
H: -0.1973 -4.6599 1.9310  0.0695
H: 0.2018 -3.4835 3.3995  0.0936
H: -0.2619 -2.4459 0.2681  0.0876
H: 1.4252 -2.8506 1.0822  0.1149
H: 1.3657 -0.4775 1.7001  0.1117
H: 0.1178 -1.0011 3.0448  0.1148
H: -0.8215 -0.0388 -0.0087  0.0844
H: -0.5037 1.1885 1.3868  0.1216
H: -2.4641 -1.3303 1.9966  0.0849
H: -2.2816 0.3116 2.9232  0.1238
H: -3.9075 1.4781 1.6482  0.1181
H: -3.0827 1.0525 0.0048  0.1089
H: -5.6221 0.2507 0.1285  0.0993
H: -5.2790 -0.7308 1.7594  0.1414
H: -3.8234 -2.4659 0.7052  0.1376
H: -5.1944 -3.7552 -0.8105  0.1205
H: -6.4945 -2.6313 -0.0099  0.1409
H: -6.8408 -2.8783 -2.6567  0.1732
H: -6.3628 -0.4224 -3.6680  0.1300
H: -5.5138 0.1516 -2.0861  0.1008
H: -8.6869 -0.4003 -2.5729  0.1358
H: -6.9703 1.7734 -0.9328  0.0718
H: -7.1434 1.8568 -2.8095  0.0737
H: -8.7731 2.0137 -1.7042  0.0939
H: -9.0302 -0.7055 -0.3486  0.0630
H: -4.7484 -3.5393 -3.7260  0.1612
H: -4.6312 -1.6919 -4.0866  0.1479
H: -3.1807 -3.4132 -1.9547  0.1962
H: -2.5314 -2.5572 -4.5145  0.1443
H: -1.3703 -3.2110 -3.1408  0.1624
H: -2.0231 0.0223 -3.3431  0.1357
H: -0.7044 -0.9440 -2.3464  0.1159
H: -0.8292 -0.7089 -5.5772  0.1187
H: 0.5877 -1.5822 -4.5683  0.1355
H: 0.0293 1.5079 -5.1831  0.1387
H: 0.5298 1.1980 -3.3913  0.1346
H: 3.7031 1.9241 -4.0665  0.1309
H: -3.4381 -0.3386 -1.6357  0.1324
H: -2.1862 -1.5568 -0.7788  0.1168
O: 5.0265 2.5211 -2.3032  -0.2081
H: 4.7131 3.3840 -2.1024  -0.1004
C: -0.0639 -8.1183 5.0346  -0.0786
C: 0.1085 -6.6416 4.9290  -0.3217
O: -0.0701 -6.3864 3.5543  0.0987
C: -0.9143 -7.3635 3.1191  -0.5010
O: -1.5182 -7.3245 2.0601  0.1341
O: -1.0079 -8.3902 4.0183  0.0783
F: 1.3649 -6.2771 5.2700  0.0819
H: 0.8602 -8.6686 4.8281  0.1549
H: -0.4429 -8.4239 6.0136  0.1070
H: -0.6182 -6.0622 5.5085  0.1816
O: 5.6997 6.1601 -2.7776  -0.2997
P: 6.6899 7.3482 -2.7033  0.8063
N: 6.5023 7.4853 -0.9905  -0.2867
C: 6.5746 8.6967 -0.1788  -0.1484
C: 7.1196 6.3950 -0.2265  -0.6034
N: 5.5348 8.4013 -3.4628  -0.2797
C: 4.7630 9.3997 -2.7382  -0.2806
C: 4.6373 7.7759 -4.4475  -0.1130
N: 7.8282 8.7140 -2.6179  -0.2634
C: 7.9102 9.6291 -3.7770  -0.1296
C: 9.2020 8.1774 -2.4800  -0.1303
H: 7.5853 9.1130 -0.1229  0.0844
H: 6.2562 8.4930 0.8515  0.0545
H: 5.8984 9.4795 -0.5083  0.0614
H: 8.1889 6.5657 -0.0755  -0.1192
H: 7.0009 5.4330 -0.7306  0.1154
H: 6.6546 6.2909 0.7608  -0.2014
H: 4.1266 8.9510 -1.9684  -0.0573
H: 4.1167 9.9720 -3.4151  0.0152
H: 5.4103 10.1574 -2.2965  0.0660
H: 3.8024 7.2468 -3.9582  0.0876
H: 5.1780 7.0653 -5.0771  0.0836
H: 4.2067 8.5227 -5.1259  0.0902
H: 8.0272 9.0773 -4.7163  0.0311
H: 8.7575 10.3189 -3.6758  0.0876
H: 7.0402 10.2844 -3.8590  0.0698
H: 9.4906 7.6072 -3.3711  0.0928
H: 9.2932 7.5116 -1.6217  0.0531
H: 9.9292 8.9822 -2.3249  0.0881
F: -10.4302 -1.1013 -1.4151  -0.6251
F: -2.1043 -8.7326 6.9756  0.0528
C: -2.1667 -9.7693 7.8219  -0.3243
C: -2.2678 -11.0605 7.3158  0.0016
C: -2.3276 -12.1405 8.1964  -0.0483
C: -2.2965 -11.9161 9.5750  -0.0708
C: -2.2000 -10.6160 10.0733  -0.0912
C: -2.1290 -9.5372 9.1923  -0.1662
H: -2.2990 -11.2149 6.2421  0.1237
H: -2.3989 -13.1545 7.8107  0.1134
H: -2.3477 -12.7585 10.2615  0.1088
H: -2.1802 -10.4435 11.1466  0.1174
H: -2.0447 -8.5207 9.5623  0.0940
Cs: 7.9698 6.5017 1.8015  1.6127
Be: 2.5698 10.0891 -1.8515  0.4168
Cl: 0.4698 -9.0484 9.2110  -0.0076
F: 7.9698 7.6723 -5.7171  -0.6220

## Properties
E_HOMO in hartree: -0.26188
LUMO energy in eV: -6.375
DFT total energy in eV: -93318.958


Entry 2:
The following is a DFT calculation (ωB97M-V/def2-TZVPD) of C35H67BrCl26O6S as an isolated structure in a non-equilibrium geometry.

Each line ends with the Löwdin charge.
CARTESIAN COORDINATES (ANGSTROEM)
C: 1.5267 -5.5358 0.2511  -0.2559
O: 1.9581 -5.5515 -1.1462  -0.4247
C: 1.5727 -4.3670 -1.8173  -0.2464
C: 2.3178 -3.0818 -1.3479  -0.1687
C: 3.4391 -2.6054 -2.3109  -0.1711
C: 3.9977 -1.2399 -1.8234  -0.1233
C: 2.9472 -0.1143 -1.7077  -0.2243
O: 3.5823 1.0519 -2.3163  -0.1748
S: 3.2833 2.3754 -1.4549  0.6093
O: 4.2285 3.4122 -1.6377  -0.2222
O: 1.9775 2.7765 -1.8759  -0.2385
O: 3.3204 1.6445 -0.0019  -0.1610
C: 2.5649 0.4412 -0.2906  -0.2985
C: 2.3833 -0.5457 0.8795  -0.0813
C: 0.9113 -0.8789 1.1722  -0.7324
O: 0.5320 -2.0026 1.2541  0.0281
Br: -0.4291 0.5360 1.4575  0.7191
H: 1.3665 -6.5132 0.7143  0.0549
H: 2.3739 -5.0363 0.7653  0.0948
H: 0.6150 -4.9328 0.4100  0.0793
H: 1.6754 -4.5695 -2.8969  0.1295
H: 0.4848 -4.2056 -1.6326  0.1104
H: 1.5504 -2.3178 -1.1376  0.0969
H: 2.8147 -3.2952 -0.3835  0.1044
H: 4.2635 -3.3374 -2.1999  0.1241
H: 3.1533 -2.6251 -3.3744  0.1181
H: 4.5676 -1.3546 -0.8817  0.1303
H: 4.7456 -0.9122 -2.5690  0.1255
H: 1.9974 -0.3110 -2.2314  0.1690
H: 1.5433 0.8512 -0.4393  0.0997
H: 2.9347 -1.4854 0.7455  0.1087
H: 2.7778 -0.0791 1.8067  0.1331
Cl: 0.2342 -6.8091 -1.1313  0.8580
C: -0.7059 -7.4178 -2.5284  -0.5657
C: -1.5151 -8.6525 -2.2019  -0.6542
Cl: -0.4818 -10.0743 -1.9054  0.5398
H: -0.0067 -7.6060 -3.3425  0.0727
H: -1.3751 -6.6111 -2.8302  0.0764
H: -2.1641 -8.9052 -3.0416  0.0699
H: -2.1386 -8.4990 -1.3242  0.0673
Cl: -2.5703 4.3992 -1.7884  0.5412
C: -2.1227 5.2486 -0.2817  -0.7469
C: -1.4069 4.3512 0.6872  -0.6460
Cl: -2.4705 3.0911 1.3728  0.5200
H: -3.0267 5.6663 0.1531  -0.0755
H: -1.4712 6.0711 -0.5671  0.0141
H: -1.0393 4.9403 1.5268  0.0676
H: -0.5572 3.8528 0.2223  0.0531
Cl: -4.0456 -1.3260 -1.2360  0.5300
C: -4.1818 -1.0574 0.5216  -0.6643
C: -3.4892 -2.1356 1.3172  -0.6737
Cl: -4.3193 -3.7089 1.1916  0.5348
H: -5.2388 -0.9924 0.7715  0.0682
H: -3.7202 -0.0919 0.7304  0.0465
H: -3.4818 -1.8673 2.3733  0.0737
H: -2.4587 -2.2705 0.9937  0.0485
Cl: -4.5902 5.4100 5.3287  0.5439
C: -5.6336 5.7414 3.9193  -0.6465
C: -4.9555 5.3985 2.6162  -0.6288
Cl: -3.6025 6.4993 2.2566  0.6014
H: -5.9242 6.7894 3.9557  0.0702
H: -6.5296 5.1334 4.0393  0.0732
H: -5.6665 5.4917 1.7949  0.0825
H: -4.5709 4.3811 2.6191  0.0267
Cl: 2.1651 6.2581 3.1993  0.5306
C: 3.5667 5.1592 3.0273  -0.6686
C: 3.2722 3.9539 2.1652  -0.6760
Cl: 2.1267 2.8331 2.9533  0.5606
H: 3.8805 4.8619 4.0262  0.0696
H: 4.3642 5.7451 2.5742  -0.0152
H: 4.1914 3.3961 1.9909  0.0696
H: 2.8596 4.2391 1.2010  0.0035
Cl: 1.9732 -13.0177 -2.0054  0.5357
C: 1.7857 -13.5759 -3.6885  -0.6784
C: 0.7026 -12.8238 -4.4201  -0.6947
Cl: -0.9213 -13.2037 -3.7945  0.5158
H: 1.5855 -14.6448 -3.6681  0.0426
H: 2.7432 -13.4162 -4.1834  0.0749
H: 0.7094 -13.1019 -5.4722  0.0298
H: 0.8464 -11.7467 -4.3506  0.0552
Cl: -2.0854 -0.1074 7.5456  0.5699
C: -1.8427 1.6601 7.5227  -0.6480
C: -2.4372 2.2920 6.2896  -0.6704
Cl: -1.5487 1.8338 4.8166  0.5311
H: -0.7749 1.8545 7.5974  0.0702
H: -2.3251 2.0589 8.4144  0.0737
H: -2.3853 3.3775 6.3682  0.0560
H: -3.4799 2.0104 6.1580  0.0673
Cl: -1.0927 -5.9731 7.8353  0.5346
C: -0.8724 -4.2040 7.8222  -0.6665
C: -1.4741 -3.5629 6.5965  -0.6791
Cl: -0.5867 -3.9845 5.1091  0.5352
H: 0.1930 -3.9971 7.8984  0.0680
H: -1.3610 -3.8181 8.7164  0.0712
H: -1.4321 -2.4789 6.6920  -0.0050
H: -2.5140 -3.8546 6.4629  0.0715
Cl: 1.7754 6.0419 -0.4800  0.5963
C: 1.3849 6.1994 -2.2143  -0.6316
C: 1.1228 7.6323 -2.6188  -0.6442
Cl: -0.3881 8.2786 -1.9275  0.5611
H: 0.5308 5.5576 -2.4247  0.0630
H: 2.2431 5.8146 -2.7642  0.0732
H: 1.0219 7.6926 -3.7021  0.0736
H: 1.9367 8.2878 -2.3143  0.0655
Cl: 5.9020 5.9363 0.6818  0.6161
C: 5.9255 6.5873 -0.9764  -0.6440
C: 7.2692 7.1671 -1.3418  -0.6621
Cl: 7.6323 8.6560 -0.4314  0.5390
H: 5.1333 7.3295 -1.0565  0.0664
H: 5.6859 5.7594 -1.6417  0.0613
H: 7.2785 7.4328 -2.3984  0.0728
H: 8.0730 6.4565 -1.1610  0.0688
Cl: 0.3495 -15.7480 -6.0971  0.5850
C: -0.7563 -15.4955 -7.4709  -0.6444
C: -0.0927 -15.7815 -8.7950  -0.6653
Cl: 1.1608 -14.5782 -9.1914  0.5355
H: -1.1265 -14.4731 -7.4211  0.0708
H: -1.5989 -16.1705 -7.3257  0.0751
H: -0.8333 -15.7417 -9.5931  0.0724
H: 0.3689 -16.7666 -8.8059  0.0678
Cl: -4.0919 7.3494 -1.3984  0.5867
C: -4.4248 7.3897 -3.1459  -0.6456
C: -4.6765 8.7908 -3.6457  -0.6636
Cl: -6.2115 9.4595 -3.0341  0.5362
H: -5.2722 6.7360 -3.3420  0.0724
H: -3.5489 6.9715 -3.6424  0.0663
H: -4.7453 8.7858 -4.7332  0.0719
H: -3.8745 9.4672 -3.3569  0.0660
Cl: -2.5867 10.2043 1.3320  0.5322
C: -2.1293 11.0820 2.8153  -0.6625
C: -1.4133 10.1933 3.8023  -0.6610
Cl: -2.4929 8.9601 4.4985  0.5268
H: -3.0323 11.5103 3.2455  0.0671
H: -1.4744 11.8981 2.5114  0.0710
H: -1.0375 10.7910 4.6325  0.0712
H: -0.5701 9.6828 3.3409  0.0677

## Properties
E_HOMO in hartree: -0.30595
LUMO energy in eV: 0.246
DFT total energy in eV: -456127.035


- Look up the E_HOMO of the second one.
  -0.30595 hartree